1.
Computed, not measured: C4H4O2Sn as an isolated structure at a distorted geometry, with wB97M-V/def2-TZVPD.

Results
total charge = +2
spin multiplicity = 1
strongest force on any atom = 0.1523 hartree/bohr
energy relative to the best compared isomer or geometry (same formula, charge and spin) = 135.4 kJ/mol
calculated total energy = -14112.69897 eV
orbital gap (spin up / spin down) = 4.086 / 6.575 eV

Last column: natural (NBO) charge in e.
Positions of all 11 atoms, in Å:
C -1.10 -0.38 1.63  0.5601
O -1.76 0.64 1.16  -0.6049
H -2.43 0.93 1.79  0.5582
C -0.04 -1.03 0.65  -0.5490
C 0.56 0.24 0.16  -0.3200
C 0.70 0.54 -1.12  0.5915
O 1.01 0.37 -2.26  -0.8982
Sn 2.19 0.52 -3.58  1.7259
H 0.64 -1.59 1.30  0.3055
H -0.53 -1.62 -0.14  0.2950
H 0.76 1.38 0.42  0.3359

2.
Computed, not measured: C4H4O2Y as an isolated structure at a distorted geometry, with wB97M-V/def2-TZVPD.

Results
total charge = +3
spin multiplicity = 1
strongest force on any atom = 0.1023 hartree/bohr
energy relative to the best compared isomer or geometry (same formula, charge and spin) = 181.3 kJ/mol
calculated total energy = -9311.00265 eV
orbital gap (spin up / spin down) = 9.090 / 5.466 eV

Last column: natural (NBO) charge in e.
Positions of all 11 atoms, in Å:
C 2.09 1.62 2.00  0.8914
O 2.57 1.73 0.80  -0.5974
H 3.33 2.32 0.80  0.5827
C 0.68 0.85 2.02  -0.5157
C 1.23 -0.43 1.51  -0.3875
C 1.50 -0.70 0.25  0.7521
O 2.21 -0.91 -0.69  -0.7146
Y 2.47 -1.62 -2.91  1.9504
H 0.42 0.80 3.09  0.3324
H -0.06 1.37 1.40  0.3295
H 0.68 -1.48 1.55  0.3767

3.
Computed, not measured: C4H4O2Yb as an isolated structure at a distorted geometry, with wB97M-V/def2-TZVPD.

Results
total charge = +1
spin multiplicity = 2
strongest force on any atom = 0.0508 hartree/bohr
energy relative to the best compared isomer or geometry (same formula, charge and spin) = 0.0 kJ/mol
calculated total energy = -39822.03726 eV
orbital gap (spin up / spin down) = 3.732 / 3.774 eV

Last column: Löwdin spin population.
Positions of all 11 atoms, in Å:
H -1.38 0.40 1.55  0.0452
O 2.14 -1.49 0.23  0.0122
C 0.94 -1.45 -0.53  0.0911
C 0.23 -0.19 -0.29  0.5145
C -0.76 0.44 0.31  0.0483
H 2.41 -2.41 0.33  0.0006
H 0.27 -2.29 -0.26  0.0268
H 1.16 -1.54 -1.61  0.0061
C -1.04 1.64 0.88  0.1279
O -1.64 2.69 0.60  0.0689
Yb -2.31 4.21 -1.22  0.0584

4.
Computed, not measured: a single C4H4O3 molecule, with wB97M-V/def2-TZVPD.

Results
total charge = 0
spin multiplicity = 1
strongest force on any atom = 0.0108 hartree/bohr
energy relative to the best compared isomer or geometry (same formula, charge and spin) = 219.0 kJ/mol
calculated total energy = -10352.94236 eV
orbital gap = 10.224 eV

Last column: natural (NBO) charge in e.
Positions of all 11 atoms, in Å:
O 1.38 1.38 1.33  -0.4828
C 0.94 1.14 0.24  0.4297
C -0.15 0.12 -0.02  -0.0395
C -0.16 -0.35 -1.44  0.4165
O 0.87 -0.37 -2.07  -0.4995
C -0.62 -0.75 1.08  -0.0644
O -1.41 0.32 0.62  -0.4384
H 1.31 1.64 -0.67  0.1368
H -1.14 -0.64 -1.88  0.1346
H -0.99 -1.75 0.86  0.1914
H -0.16 -0.60 2.06  0.2157

5.
Computed, not measured: a single C4H4O3 molecule, with wB97M-V/def2-TZVPD.

Results
total charge = 0
spin multiplicity = 1
strongest force on any atom = 0.0164 hartree/bohr
energy relative to the best compared isomer or geometry (same formula, charge and spin) = 527.0 kJ/mol
calculated total energy = -10349.75054 eV
orbital gap = 9.406 eV

Last column: natural (NBO) charge in e.
Positions of all 11 atoms, in Å:
O -0.28 1.86 -1.48  -0.5071
C -0.53 0.98 -0.72  0.7600
O -1.74 0.57 -0.23  -0.4698
C -1.16 -0.42 0.66  -0.0755
C 0.22 -0.09 0.07  -0.0510
C 1.99 -0.60 -0.01  0.0650
O 1.28 0.22 0.90  -0.5103
H -1.57 -1.41 0.48  0.2042
H -1.26 -0.12 1.70  0.2106
H 2.30 0.10 -0.83  0.1122
H 0.62 -0.99 -0.57  0.2616

6.
Computed, not measured: a single C4H4O3 molecule at a distorted geometry, with wB97M-V/def2-TZVPD.

Results
total charge = 0
spin multiplicity = 1
strongest force on any atom = 0.0770 hartree/bohr
energy relative to the best compared isomer or geometry (same formula, charge and spin) = 528.9 kJ/mol
calculated total energy = -10349.73072 eV
orbital gap = 9.720 eV

Last column: natural (NBO) charge in e.
Positions of all 11 atoms, in Å:
C 0.79 -0.27 -0.49  -0.7462
C -0.26 -1.24 -0.18  0.6934
O -0.34 -2.37 0.09  -0.4526
C -1.87 -0.25 -0.34  0.2590
O -2.09 1.17 -0.26  -0.5062
C -2.74 0.27 0.63  0.2367
O -3.27 -0.58 -0.36  -0.4787
H 1.76 -0.63 -0.15  0.2439
H 0.56 0.70 -0.05  0.2691
H 0.81 -0.13 -1.57  0.2693
H -2.95 0.34 1.67  0.2123

7.
Computed, not measured: a single C4H4O4 molecule at a distorted geometry, with wB97M-V/def2-TZVPD.

Results
total charge = 0
spin multiplicity = 1
strongest force on any atom = 0.0539 hartree/bohr
energy relative to the best compared isomer or geometry (same formula, charge and spin) = 107.2 kJ/mol
calculated total energy = -12402.19318 eV
orbital gap = 9.505 eV

Last column: natural (NBO) charge in e.
Positions of all 12 atoms, in Å:
O 2.84 -0.57 -0.04  -0.5018
C 1.70 -0.28 -0.40  0.4399
C 0.86 0.70 0.34  -0.6333
C -0.62 0.59 0.06  0.4988
O -1.34 1.52 -0.13  -0.4946
C -1.19 -0.86 0.06  0.6697
O -0.52 -1.86 0.24  -0.5275
O -2.52 -0.85 -0.14  -0.6350
H 1.28 -0.77 -1.30  0.1320
H 1.15 1.74 0.16  0.2693
H 1.05 0.53 1.42  0.2809
H -2.71 0.10 -0.26  0.5017

8.
Computed, not measured: C4H4O5Pt as an isolated structure at a distorted geometry, with wB97M-V/def2-TZVPD.

Results
total charge = 0
spin multiplicity = 3
strongest force on any atom = 0.2325 hartree/bohr
energy relative to the best compared isomer or geometry (same formula, charge and spin) = 0.0 kJ/mol
calculated total energy = -17691.21555 eV
orbital gap (spin up / spin down) = 7.566 / 7.543 eV

Last column: Löwdin spin population.
Positions of all 14 atoms, in Å:
O 1.06 -2.33 -0.01  0.2015
C 1.48 -3.04 1.12  0.0153
O 1.22 -4.23 1.28  0.0375
O 1.85 -2.20 2.04  0.2683
H -0.36 2.86 -1.36  0.0013
O 0.65 1.12 -0.89  0.0849
C -0.58 1.79 -1.30  0.0158
C -1.55 1.42 -0.18  0.0055
O -0.71 0.62 0.71  0.0423
C 0.45 0.37 0.16  0.2240
H -0.87 1.40 -2.28  0.0014
H -2.39 0.80 -0.51  0.0011
H -1.91 2.28 0.40  0.0003
Pt 1.66 -0.86 0.82  1.1008

9.
Computed, not measured: C4H4O5Tb as an isolated structure at a distorted geometry, with wB97M-V/def2-TZVPD.

Results
total charge = +1
spin multiplicity = 7
strongest force on any atom = 0.0491 hartree/bohr
energy relative to the best compared isomer or geometry (same formula, charge and spin) = 5.3 kJ/mol
calculated total energy = -36875.35774 eV
orbital gap (spin up / spin down) = 8.604 / 7.822 eV

Last column: Löwdin spin population.
Positions of all 14 atoms, in Å:
O 1.89 -1.60 -5.18  0.0574
C 2.10 -0.71 -5.86  0.0054
Tb 1.32 -3.41 -3.60  6.8464
O 0.04 -2.44 -1.90  0.0355
O -0.12 -3.26 1.32  -0.8090
C 1.11 -2.87 1.76  -0.1018
C 1.62 -1.60 1.09  -0.0099
O 0.90 -1.39 -0.15  0.0026
C 1.03 -2.26 -1.12  0.0144
H 1.14 -2.68 2.87  -0.0188
H 1.91 -3.62 1.54  -0.0583
H 2.68 -1.69 0.85  0.0008
H 1.42 -0.71 1.70  -0.0022
O 2.18 -2.67 -1.50  0.0376

10.
Computed, not measured: C4H4O6Pb as an isolated structure at a distorted geometry, with wB97M-V/def2-TZVPD.

Results
total charge = +1
spin multiplicity = 2
strongest force on any atom = 0.1436 hartree/bohr
energy relative to the best compared isomer or geometry (same formula, charge and spin) = 118.8 kJ/mol
calculated total energy = -21731.28909 eV
orbital gap (spin up / spin down) = 7.832 / 6.871 eV

Last column: Löwdin spin population.
Positions of all 15 atoms, in Å:
O -2.00 -0.74 1.00  -0.0004
C -2.03 0.07 -0.02  -0.0013
O -1.51 1.19 0.02  0.0009
O -1.93 -0.64 -1.12  0.0007
Pb 0.39 1.94 0.42  -0.0014
O 2.67 -0.54 -1.45  0.5961
C 2.30 0.14 -0.48  0.0130
C -1.03 -1.82 0.98  -0.0004
O 2.87 1.24 -0.22  0.3398
O 1.05 0.02 -0.03  0.0546
C -0.35 -1.74 -0.39  -0.0016
H -1.59 -2.74 1.12  0.0000
H -0.35 -1.65 1.82  0.0000
H -0.74 -2.49 -1.09  0.0003
H 0.60 -2.29 -0.35  -0.0003

11.
Computed, not measured: C4H4O6Tb as an isolated structure at a distorted geometry, with wB97M-V/def2-TZVPD.

Results
total charge = +2
spin multiplicity = 8
strongest force on any atom = 0.1980 hartree/bohr
energy relative to the best compared isomer or geometry (same formula, charge and spin) = 537.6 kJ/mol
calculated total energy = -38906.59177 eV
orbital gap (spin up / spin down) = 4.978 / 5.737 eV

Last column: Löwdin spin population.
Positions of all 15 atoms, in Å:
O -1.92 -0.15 0.93  0.0018
C -1.99 0.71 -0.04  0.0045
O -1.47 1.83 0.04  0.0374
O -1.95 0.06 -1.17  0.0039
Tb 0.53 2.81 0.42  7.8812
O 2.82 0.13 -1.41  -0.7662
C 2.38 0.76 -0.45  -0.0315
C -0.87 -1.15 0.93  0.0003
O 2.91 1.83 -0.05  -0.1039
O 1.08 0.65 -0.12  -0.0274
C -0.14 -1.04 -0.40  0.0002
H -1.37 -2.12 1.04  0.0001
H -0.25 -0.97 1.80  0.0000
H -0.53 -1.70 -1.18  -0.0002
H 0.77 -1.65 -0.35  -0.0002

12.
Computed, not measured: a single C4H4OS molecule at a distorted geometry, with wB97M-V/def2-TZVPD.

Results
total charge = 0
spin multiplicity = 1
strongest force on any atom = 0.1599 hartree/bohr
energy relative to the best compared isomer or geometry (same formula, charge and spin) = 297.6 kJ/mol
calculated total energy = -17092.06062 eV
orbital gap (spin up / spin down) = 7.874 / 7.872 eV

Last column: natural (NBO) charge in e.
Positions of all 10 atoms, in Å:
C -0.21 0.89 1.36  -0.6887
C 0.48 0.10 0.20  0.5343
O 1.70 0.15 0.09  -0.5704
C -0.50 -0.62 -0.67  -0.4836
C 0.18 -1.21 -2.00  -0.0182
S 0.76 -1.17 -3.41  0.3237
H -1.32 0.43 1.57  0.2064
H 0.45 0.77 2.23  0.2355
H -0.23 1.90 1.12  0.2306
H -1.30 -1.25 -0.49  0.2304